Record 1
C37H30BrCl2N5O4PbSe as an isolated structure in a non-equilibrium geometry, computed with the ωB97M-V functional and the def2-TZVPD basis.

```
81
Properties=species:S:1:pos:R:3:forces:R:3
Pb -0.863 -1.189 -0.055 0.587 0.311 0.095
Cl -3.702 4.769 2.379 -0.058 0.348 -0.228
C -3.276 3.098 2.210 0.320 -0.058 0.301
C -2.878 2.617 0.974 -0.212 -0.321 0.795
C -2.589 1.269 0.858 0.071 -0.421 0.378
N -2.294 0.613 -0.338 -0.290 0.961 0.173
C -2.688 1.145 -1.490 0.278 -1.203 -1.050
O -3.217 2.213 -1.776 -0.301 0.514 0.274
C -2.400 0.194 -2.665 -0.237 1.486 -0.389
C -2.552 0.664 -3.959 0.164 0.263 -0.332
C -2.047 -0.078 -5.014 0.430 0.146 0.115
C -1.448 -1.297 -4.752 -0.297 -0.695 0.117
C -1.436 -1.750 -3.430 -0.475 0.684 -0.898
N -1.886 -0.978 -2.439 0.592 -1.678 0.678
C -2.634 0.427 2.009 -0.176 0.334 -0.954
C -2.944 0.959 3.243 -0.229 -1.061 0.143
C -3.292 2.276 3.327 -0.222 1.151 -0.095
Cl -3.826 2.939 4.839 -0.012 -0.130 0.455
N -2.419 -0.911 1.725 0.718 0.210 0.040
C -2.916 -1.897 2.438 -0.569 -0.667 0.258
O -3.637 -1.879 3.452 0.368 0.004 -0.436
C -2.527 -3.253 1.844 -0.508 -0.326 1.488
C -2.817 -4.406 2.580 0.228 -0.377 -0.393
C -2.266 -5.606 2.141 0.012 0.552 -0.337
C -1.470 -5.582 0.986 -0.303 -1.476 0.709
C -1.311 -4.427 0.282 -0.015 0.205 0.075
N -1.841 -3.297 0.730 0.021 0.364 -0.554
H -2.862 3.253 0.129 0.026 0.417 -0.549
H -2.960 1.647 -4.088 -0.156 0.258 -0.069
H -1.983 0.329 -6.017 -0.348 0.032 -0.031
H -1.047 -1.918 -5.562 -0.013 0.255 0.462
H -1.030 -2.709 -3.176 0.272 -0.384 0.113
H -3.047 0.281 4.080 0.084 0.197 0.036
H -3.441 -4.302 3.456 0.086 -0.031 0.077
H -2.425 -6.554 2.658 0.026 0.361 -0.019
H -0.996 -6.508 0.676 -0.003 0.225 -0.181
H -0.738 -4.350 -0.624 0.318 -0.170 -0.399
C 1.375 6.646 0.945 -0.223 -0.474 -0.066
C 1.584 5.144 1.101 -0.513 1.131 -0.233
C 1.737 4.570 2.347 0.186 -0.544 -0.098
C 1.808 3.184 2.465 -0.031 -0.704 0.312
C 1.871 2.574 3.838 -1.548 0.148 0.539
C 1.706 2.319 1.349 -0.211 0.991 -0.342
Se 1.590 0.435 1.553 -0.077 0.258 -0.329
C 1.589 2.944 0.079 0.098 -1.042 0.562
C 1.568 2.148 -1.194 1.151 -0.280 0.065
C 1.473 4.314 0.000 0.300 0.279 -0.676
H 0.530 6.965 1.558 0.053 0.118 0.049
H 1.147 6.913 -0.084 -0.130 -0.143 -0.167
H 2.241 7.243 1.203 0.339 0.060 0.341
H 1.751 5.167 3.256 0.073 0.064 -0.136
H 2.024 3.324 4.622 0.070 0.063 -0.172
H 2.607 1.798 3.947 0.355 -0.341 -0.139
H 0.871 2.095 4.048 0.956 0.270 -0.150
H 0.955 1.259 -1.114 -0.464 0.023 -0.073
H 2.577 1.735 -1.456 -0.545 0.362 0.423
H 1.293 2.800 -2.009 -0.396 0.001 -0.384
H 1.304 4.720 -1.004 0.086 0.171 0.387
Br 2.270 -4.228 -5.681 0.050 -0.362 -0.211
C 2.105 -2.463 -5.025 -0.154 0.046 0.649
C 2.340 -1.424 -5.908 -0.077 -0.333 -0.746
C 2.256 -0.108 -5.474 0.358 -0.328 -0.375
C 1.963 0.127 -4.154 -0.525 -0.989 0.334
C 1.636 -0.927 -3.290 0.752 0.087 0.606
C 1.760 -2.277 -3.685 -0.494 0.894 -0.081
C 1.441 -3.426 -2.701 0.268 -0.527 0.452
O 2.302 -3.644 -1.831 -0.200 0.319 -0.407
O 0.346 -4.027 -2.872 0.275 0.327 -0.081
H 2.554 -1.719 -6.942 0.028 0.444 0.362
H 2.460 0.739 -6.120 0.018 -0.213 -0.165
H 1.976 1.134 -3.830 -0.226 0.779 0.598
H 1.407 -0.667 -2.236 0.127 -0.424 -0.720
C 3.710 -2.231 4.419 0.295 1.154 -0.564
C 2.950 -2.121 3.066 0.204 -0.495 1.078
C 1.837 -3.035 2.915 -0.179 -0.655 0.329
N 0.978 -3.795 2.835 -0.085 0.096 -0.037
H 4.508 -1.428 4.414 -0.727 -0.998 -0.013
H 4.165 -3.208 4.564 0.009 0.003 0.093
H 3.041 -1.977 5.252 0.118 -0.295 -0.213
H 3.574 -2.253 2.204 0.540 0.016 -0.363
H 2.523 -1.142 2.999 -0.082 0.765 -0.106
```
Forces are in eV/Å.

Values from the calculation:
LUMO level = 4.0 eV
ΔE to the lowest compared entry with this formula, charge and spin = 3.3 kcal per mole
Kohn-Sham gap = 6.00 eV
Maximum force = 0.0370 Eh/bohr
HOMO energy = -0.073 Ha
M = 1045.65 g mol⁻¹
Net charge = -2

Calculated atomic charges, method Mulliken, unit e: 0.91, -0.28, 0.02, -0.55, -0.07, 0.16, 0.29, -0.82, 0.17, -0.57, -0.45, -0.65, -0.67, -0.10, -0.06, -0.67, 0.17, -0.28, 0.14, 0.26, -0.83, 0.22, -0.63, -0.28, -0.67, -0.14, -0.15, 0.69, 0.48, 0.36, 0.45, 1.12, 0.54, 0.47, 0.37, 0.42, 0.48, -1.55, 0.97, -1.09, 1.32, -1.56, -0.14, -0.29, 1.07, -0.83, -1.34, 0.31, 0.34, 0.33, 0.27, 0.38, 0.26, 0.25, -0.37, 0.38, 0.34, 0.13, -0.20, 0.37, -0.54, -0.69, -0.35, 0.85, -0.17, 0.04, -0.75, -0.78, 0.32, 0.39, 0.36, 0.25, -1.29, 0.79, 0.25, -0.46, 0.31, 0.37, 0.29, 0.42, -0.79

Record 2
C50H50MnN8O3P2 as an isolated structure in a non-equilibrium geometry, computed with the ωB97M-V functional and the def2-TZVPD basis.

```
114
Properties=species:S:1:pos:R:3:forces:R:3
Mn 0.221 0.284 -0.007 0.833 0.773 -0.554
O -3.343 2.759 -1.220 0.062 -0.047 -0.004
C -3.770 3.024 0.037 -0.068 0.053 0.007
C -4.954 3.749 0.173 0.037 -0.016 0.013
C -5.437 4.063 1.428 -0.024 0.003 0.018
C -4.748 3.663 2.571 0.017 -0.004 -0.030
C -3.577 2.944 2.434 -0.010 0.024 0.033
C -3.071 2.607 1.179 0.113 -0.032 -0.019
C -1.822 1.801 1.067 -0.259 0.078 -0.062
O -1.493 1.371 -0.123 -0.074 -0.100 0.095
N -1.144 1.573 2.147 0.243 -0.112 -0.089
N 0.024 0.838 1.851 -0.546 0.208 0.404
C 0.891 0.874 2.795 0.303 -0.144 -0.012
C 2.264 0.422 2.676 -0.238 0.159 -0.024
C 3.073 0.547 3.815 0.111 -0.039 0.051
C 4.413 0.233 3.797 -0.076 0.011 0.012
C 4.975 -0.192 2.588 0.041 -0.010 -0.057
C 4.212 -0.312 1.451 0.018 0.018 0.065
C 2.820 -0.042 1.450 -0.029 -0.104 0.034
O 2.130 -0.258 0.374 -0.001 0.111 -0.147
H -2.560 2.168 -1.104 -0.018 -0.040 0.000
H -5.475 4.050 -0.726 0.000 0.001 -0.002
H -6.360 4.623 1.519 0.003 0.002 -0.001
H -5.126 3.909 3.554 -0.002 -0.001 0.001
H -3.026 2.608 3.303 -0.002 0.001 -0.005
H 0.591 1.356 3.724 0.012 0.019 -0.005
H 2.615 0.903 4.732 -0.009 0.009 -0.007
H 5.018 0.330 4.687 0.005 -0.002 0.003
H 6.031 -0.430 2.543 -0.003 -0.003 -0.004
H 4.664 -0.640 0.524 -0.015 -0.018 -0.016
C -0.031 -0.307 -4.807 0.015 -0.046 0.028
N 0.135 1.032 -4.268 -0.079 0.003 -0.023
C 0.839 1.927 -5.176 0.030 0.016 -0.013
C 0.295 1.156 -2.904 0.098 0.118 0.082
N 0.445 0.192 -2.081 -0.094 -0.242 0.086
N 0.176 2.478 -2.470 -0.070 -0.032 0.015
C 0.572 2.981 -1.239 0.024 -0.073 -0.084
N 0.293 4.309 -1.095 0.035 0.038 -0.011
N 1.121 2.229 -0.367 -0.218 -0.079 0.135
H -0.465 -0.224 -5.803 0.027 0.004 -0.006
H -0.717 -0.885 -4.189 0.004 0.012 -0.001
H 0.920 -0.844 -4.879 0.015 -0.031 0.001
H 0.250 2.058 -6.084 0.001 0.004 0.001
H 1.815 1.514 -5.453 -0.005 -0.009 -0.001
H 1.004 2.900 -4.724 -0.011 0.000 0.021
H 0.623 -0.695 -2.540 0.060 0.006 -0.031
H -0.463 3.041 -3.006 -0.041 0.005 0.018
H 0.137 4.898 -1.893 0.036 -0.001 -0.009
H 0.572 4.761 -0.243 -0.027 -0.006 0.013
H 1.424 2.726 0.464 0.002 0.038 -0.030
C -0.024 -4.240 -0.111 -0.001 0.010 -0.011
N -1.297 -4.068 -0.789 0.030 0.100 -0.005
C -2.273 -3.295 -0.038 -0.010 0.026 -0.033
P -2.184 -1.431 -0.248 -0.204 -0.129 0.129
C -3.394 -1.181 -1.609 0.062 0.036 -0.028
C -3.016 -0.337 -2.649 0.015 0.021 -0.010
C -3.843 -0.135 -3.747 -0.005 -0.006 0.012
C -5.068 -0.777 -3.815 -0.008 -0.007 0.012
C -5.467 -1.614 -2.778 0.006 0.011 -0.009
C -4.637 -1.812 -1.686 -0.005 -0.001 0.035
C -3.172 -1.025 1.248 0.072 -0.062 -0.041
C -4.419 -0.413 1.236 -0.039 0.081 -0.025
C -5.078 -0.129 2.426 0.003 -0.012 -0.021
C -4.496 -0.449 3.641 0.036 -0.016 0.001
C -3.238 -1.040 3.666 -0.047 0.012 0.002
C -2.583 -1.318 2.481 0.042 -0.011 -0.010
C -1.784 -5.090 -1.624 -0.006 -0.024 -0.017
C -1.293 -6.396 -1.586 -0.010 0.014 0.008
C -1.782 -7.357 -2.461 0.005 -0.010 -0.003
C -2.774 -7.048 -3.377 -0.005 0.011 0.004
C -3.272 -5.751 -3.414 0.005 -0.001 -0.002
C -2.780 -4.781 -2.558 -0.007 0.001 0.005
P 0.939 -2.633 -0.029 -0.088 -0.480 0.100
C 1.772 -2.749 -1.665 -0.077 0.012 -0.023
C 1.146 -3.387 -2.740 0.041 -0.017 -0.004
C 1.752 -3.437 -3.991 -0.026 0.005 -0.011
C 2.984 -2.836 -4.196 0.004 0.011 0.004
C 3.604 -2.178 -3.140 -0.003 -0.006 -0.016
C 3.003 -2.130 -1.892 0.005 0.026 0.025
C 2.220 -3.205 1.143 0.029 0.048 -0.023
C 3.279 -4.042 0.807 0.002 -0.034 -0.018
C 4.204 -4.428 1.768 0.004 0.011 -0.017
C 4.078 -3.981 3.076 -0.026 0.022 -0.008
C 3.020 -3.153 3.423 -0.009 -0.041 0.039
C 2.099 -2.769 2.461 -0.031 -0.045 0.024
H 0.583 -4.973 -0.640 -0.005 -0.019 0.023
H -0.157 -4.593 0.923 0.009 -0.009 0.000
H -2.158 -3.500 1.034 0.016 0.025 -0.002
H -3.272 -3.626 -0.312 -0.024 -0.038 0.054
H -2.065 0.176 -2.582 -0.035 -0.001 0.023
H -3.531 0.532 -4.541 0.000 0.003 -0.005
H -5.718 -0.624 -4.667 -0.001 0.000 -0.001
H -6.428 -2.110 -2.819 0.000 -0.001 -0.006
H -4.971 -2.460 -0.884 0.011 0.002 0.007
H -4.878 -0.124 0.299 -0.003 -0.030 -0.008
H -6.043 0.360 2.396 0.001 0.007 0.005
H -5.011 -0.226 4.567 0.002 0.007 0.001
H -2.761 -1.268 4.611 -0.003 -0.003 0.002
H -1.583 -1.743 2.510 -0.007 -0.006 0.007
H -0.541 -6.674 -0.861 0.003 -0.016 -0.003
H -1.388 -8.364 -2.410 0.003 0.001 0.000
H -3.152 -7.802 -4.054 -0.001 -0.002 0.002
H -4.040 -5.484 -4.129 -0.001 0.001 0.000
H -3.150 -3.765 -2.624 0.007 -0.013 -0.001
H 0.180 -3.857 -2.610 0.036 0.035 -0.052
H 1.253 -3.953 -4.802 0.002 0.004 0.001
H 3.460 -2.880 -5.167 0.000 -0.001 -0.001
H 4.565 -1.701 -3.287 0.003 -0.001 0.001
H 3.479 -1.601 -1.081 0.004 0.025 0.034
H 3.393 -4.392 -0.212 -0.003 0.018 -0.027
H 5.028 -5.074 1.492 0.000 -0.003 0.000
H 4.809 -4.270 3.821 0.000 -0.004 0.004
H 2.924 -2.788 4.438 0.001 0.008 -0.009
H 1.293 -2.093 2.726 0.005 -0.063 -0.006
```
Forces are in eV/Å.

Values from the calculation:
LUMO level (alpha / beta) = 0.2 / 0.2 eV
ΔE to the lowest compared entry with this formula, charge and spin = 28.4 kcal per mole
Kohn-Sham gap (alpha / beta) = 6.91 / 6.77 eV
Maximum force = 0.0246 Eh/bohr
Expectation value of S² = 1.149
Spin multiplicity = 2
HOMO energy (alpha / beta) = -0.246 / -0.241 Ha
M = 927.89 g mol⁻¹

Results of the Mulliken charge analysis, in e, for atoms 1 through 99: 0.22, -0.76, 0.56, -0.77, -0.39, -0.95, -0.60, -0.06, 0.13, 0.98, -0.96, 1.61, -0.99, 1.00, -0.78, -0.97, -0.66, -0.82, 0.63, -0.35, -0.10, 0.46, 0.41, 0.42, 0.46, 0.32, 0.39, 0.39, 0.45, 0.39, -1.10, 0.21, -1.19, 0.13, 1.13, 0.01, 0.24, -0.42, -0.13, 0.33, 0.20, 0.37, 0.34, 0.32, 0.41, -1.01, 0.34, 0.17, 0.22, 0.20, -2.36, 1.27, -2.24, 2.01, 0.05, -0.56, -1.01, -0.82, -0.92, 0.06, 0.34, -0.51, -0.70, -0.89, -0.84, -0.15, 0.20, -0.36, -0.75, -0.57, -0.78, 0.16, 3.52, -0.84, 0.04, -0.79, -0.62, -0.71, -0.01, 0.25, -0.69, -0.77, -0.76, -0.61, -0.60, 0.60, 0.50, 0.50, 0.91, 0.44, 0.47, 0.40, 0.48, 0.43, 0.35, 0.42, 0.38, 0.45, 0.13

Record 3
A 3-piece molecular cluster, C22H48IO10P3 overall in a non-equilibrium geometry, computed with the ωB97M-V functional and the def2-TZVPD basis.

```
84
Properties=species:S:1:pos:R:3:forces:R:3
C 9.011 -0.871 -0.306 0.068 0.158 -0.093
C 8.161 -0.032 -0.201 0.271 0.134 0.689
C 7.216 1.004 0.205 -0.703 -0.119 0.429
P 7.955 2.693 -0.050 0.972 0.213 -1.616
O 6.759 3.835 0.144 -0.062 -1.010 0.681
C 5.667 3.703 -0.762 -0.735 1.058 -0.024
C 4.513 4.562 -0.224 0.167 -0.457 0.645
O 3.333 3.771 -0.171 0.199 0.432 -0.053
C 2.275 4.433 0.520 -0.466 -0.705 -0.165
C 1.791 3.607 1.726 0.353 0.712 0.079
C 9.029 3.119 1.424 -0.701 0.277 -0.334
I 9.610 1.449 2.628 0.060 0.158 0.094
C 10.236 3.934 0.933 0.109 -0.040 -0.146
C 11.015 3.297 -0.225 0.183 0.017 0.399
H 9.824 -1.556 -0.331 -0.108 -0.098 -0.195
H 6.885 0.844 1.237 0.137 -0.144 -0.007
H 6.323 0.882 -0.414 0.009 0.397 -0.064
H 5.279 2.688 -0.830 0.203 -0.076 -0.060
H 5.941 4.092 -1.746 0.259 -0.375 -0.068
H 4.371 5.481 -0.801 -0.104 -0.083 -0.102
H 4.774 4.834 0.805 0.131 0.192 -0.092
H 1.446 4.522 -0.188 0.071 0.198 -0.032
H 2.569 5.435 0.835 0.085 0.017 -0.091
H 2.044 4.133 2.648 -0.117 -0.108 0.074
H 2.293 2.642 1.769 -0.133 -0.075 -0.213
H 0.711 3.494 1.674 0.015 -0.214 0.172
H 8.413 3.760 2.056 0.038 -0.200 0.205
H 9.859 4.915 0.625 -0.039 -0.009 0.035
H 10.899 4.111 1.782 -0.028 0.000 0.011
H 11.047 2.217 -0.062 0.090 -0.023 -0.257
H 12.043 3.663 -0.257 -0.022 0.004 0.120
H 10.574 3.515 -1.193 -0.166 -0.173 0.017
C 0.085 0.631 1.146 -0.160 -0.168 -0.062
C 0.328 0.232 2.590 0.228 0.029 -0.153
O -0.886 0.131 3.341 -0.304 -0.358 -0.451
P -1.858 -1.140 3.118 -0.780 3.230 4.540
O -1.140 -2.340 3.603 -0.334 -0.736 -2.683
O -2.978 -0.865 4.276 0.107 -0.133 -0.658
C -3.330 -1.877 5.219 0.056 -0.075 0.296
C -2.576 -1.698 6.521 0.048 0.155 0.091
O -2.751 -0.456 1.957 1.034 -2.106 -0.940
C -3.700 -1.264 1.210 -0.343 0.025 -0.171
C -4.963 -1.563 1.991 0.078 -0.151 0.224
H -0.433 -0.161 0.601 0.049 0.005 -0.010
H 1.031 0.828 0.640 0.015 0.001 0.034
H -0.540 1.522 1.093 0.034 0.033 0.020
H 0.876 -0.713 2.646 -0.038 -0.003 0.040
H 0.928 0.993 3.088 -0.088 -0.009 0.104
H -3.164 -2.871 4.803 0.146 0.033 -0.033
H -4.403 -1.777 5.397 0.009 0.087 -0.085
H -1.507 -1.582 6.345 0.006 -0.148 -0.098
H -2.732 -2.556 7.177 -0.020 0.008 -0.007
H -2.918 -0.801 7.039 -0.024 -0.014 -0.003
H -3.219 -2.185 0.874 0.025 0.019 -0.013
H -3.949 -0.684 0.323 0.144 0.085 0.025
H -4.792 -2.335 2.743 -0.008 0.016 0.030
H -5.738 -1.926 1.315 0.058 0.030 -0.076
H -5.320 -0.673 2.508 -0.006 0.051 -0.072
C -7.664 0.184 -3.784 0.170 -0.064 -0.037
C -8.002 -0.971 -2.859 -0.110 0.268 0.075
O -7.513 -2.225 -3.346 0.697 0.385 -0.091
P -5.939 -2.564 -3.245 -3.784 -4.438 -1.131
O -5.594 -2.703 -1.812 1.740 2.253 -0.573
O -5.966 -4.109 -3.775 0.377 0.543 -0.059
C -5.357 -5.162 -3.027 -0.095 -0.228 0.174
C -6.378 -5.895 -2.182 -0.172 -0.043 -0.031
O -5.537 -1.981 -4.699 1.328 1.314 1.779
C -4.139 -1.871 -5.070 0.191 -0.038 -0.288
C -3.526 -3.206 -5.444 -0.028 -0.141 0.243
H -6.589 0.374 -3.803 -0.026 0.040 0.020
H -8.162 1.096 -3.453 -0.024 -0.027 0.026
H -7.972 -0.040 -4.805 -0.065 0.005 0.014
H -7.614 -0.790 -1.852 0.006 -0.058 -0.008
H -9.083 -1.078 -2.782 0.021 -0.135 -0.014
H -4.541 -4.780 -2.413 -0.089 0.099 0.063
H -4.919 -5.848 -3.754 -0.039 0.080 -0.080
H -6.979 -5.199 -1.597 0.142 0.077 0.065
H -5.887 -6.591 -1.501 0.007 -0.005 -0.021
H -7.064 -6.458 -2.816 0.024 -0.010 -0.010
H -3.578 -1.392 -4.265 -0.032 0.014 0.015
H -4.116 -1.200 -5.927 -0.161 0.037 0.036
H -3.317 -3.809 -4.560 -0.017 -0.024 -0.013
H -2.581 -3.050 -5.966 -0.025 0.067 -0.019
H -4.199 -3.777 -6.081 -0.004 0.063 -0.065
```
Forces are in eV/Å.

Values from the calculation:
LUMO level = 0.3 eV
Kohn-Sham gap = 8.53 eV
SMILES = C#CCP(OCCOCC)[C@@H](I)CC.CCOP(=O)(OCC)OCC.CCOP(=O)(OCC)OCC
Maximum force = 0.1155 Eh/bohr
HOMO energy = -0.302 Ha
M = 692.44 g mol⁻¹

Calculated atomic charges, method Mulliken, unit e: 0.05, -0.51, -0.76, 0.15, -0.23, -0.29, -0.51, -0.36, -0.45, -0.91, -0.55, 0.07, -0.55, -0.99, 0.39, 0.40, 0.33, 0.19, 0.23, 0.28, 0.37, 0.31, 0.39, 0.40, 0.20, 0.25, 0.48, 0.26, 0.42, 0.25, 0.35, 0.33, -1.04, -0.24, -0.33, 1.06, -0.79, -0.32, -0.31, -1.22, -0.28, -0.24, -1.03, 0.39, 0.38, 0.20, 0.27, 0.30, 0.38, 0.38, 0.30, 0.36, 0.30, 0.30, 0.24, 0.24, 0.40, 0.30, -0.97, -0.21, -0.39, 1.07, -0.57, -0.43, -0.29, -1.24, -0.30, -0.31, -0.97, 0.23, 0.41, 0.25, 0.19, 0.32, 0.34, 0.39, 0.30, 0.35, 0.33, 0.30, 0.33, 0.21, 0.41, 0.27